Below is a cluster of 2 separate species, C33H27NP in total, with properties calculated with ωB97M-V with the def2-TZVPD basis set.

## Properties
LUMO energy   -5.806 eV
Charge   +1
HOMO-LUMO gap   0.1400 hartree
Energy   -1669.51188 hartree

Each line ends with the natural charge from an NBO analysis.
Geometry (Å):
C -3.77597 1.36405 1.78963  -0.20
C -4.40280 0.43376 0.95989  -0.21
C -3.65333 -0.54190 0.30816  -0.21
C -2.25762 -0.58966 0.47934  -0.32
P -1.31330 -1.84006 -0.42933  1.59
C -0.84980 -1.13473 -2.02138  -0.43
C -0.06149 -1.90254 -2.89828  -0.10
C 0.36555 -1.35632 -4.11088  -0.22
C -0.02014 -0.06193 -4.47336  -0.17
C -0.82979 0.69017 -3.61833  -0.21
C -1.25320 0.15774 -2.39839  -0.17
C 0.23829 -2.11214 0.46920  -0.42
C 0.27533 -3.14709 1.41409  -0.12
C 1.44425 -3.39837 2.13403  -0.22
C 2.58999 -2.63101 1.89252  -0.19
C 2.56342 -1.61460 0.93214  -0.20
C 1.39400 -1.35229 0.21487  -0.18
C -2.21011 -3.34004 -0.54569  -1.03
C -2.57072 -3.92503 -1.76050  0.26
N -2.91693 -4.48521 -2.73956  -0.41
C -1.63337 0.32903 1.33784  -0.20
C -2.39372 1.30382 1.98402  -0.22
H -4.36831 2.12434 2.30276  0.23
H -5.48801 0.45910 0.83611  0.22
H -4.14282 -1.28501 -0.32230  0.25
H 0.21227 -2.92624 -2.63442  0.23
H 0.99477 -1.94038 -4.78401  0.23
H 0.30419 0.35670 -5.42642  0.23
H -1.13782 1.69460 -3.91057  0.23
H -1.90307 0.74350 -1.74615  0.23
H -0.61915 -3.74454 1.56817  0.19
H 1.45867 -4.18935 2.88600  0.21
H 3.50122 -2.82378 2.46218  0.23
H 3.45437 -1.01649 0.74689  0.23
H 1.37390 -0.56556 -0.53939  0.24
H -2.53130 -3.84651 0.36281  0.23
H -0.55474 0.28026 1.49623  0.23
H -1.90918 2.01919 2.64909  0.23
C -2.78982 -4.64890 2.71948  0.13
C -3.25542 -3.41027 3.25357  -0.19
C -2.37467 -2.70944 4.13035  -0.10
C -2.74417 -1.52038 4.73172  -0.22
C -4.02153 -0.98655 4.50332  -0.11
C -4.89778 -1.64633 3.63364  -0.15
C -4.51151 -2.80607 2.97204  -0.13
C -3.51310 -5.80396 2.31846  -0.10
C -2.75586 -7.00333 2.13186  -0.10
C -3.33688 -8.15590 1.63146  -0.22
C -4.69316 -8.15563 1.26465  -0.07
C -5.47574 -7.01776 1.51082  -0.22
C -4.91799 -5.87744 2.08731  -0.11
H -1.71683 -4.81733 2.80997  0.22
H -1.39453 -3.15459 4.32255  0.23
H -2.03652 -0.99555 5.37556  0.24
H -4.31655 -0.05450 4.98847  0.24
H -5.88585 -1.22301 3.44481  0.23
H -5.15745 -3.23182 2.20579  0.23
H -1.69657 -6.97672 2.40058  0.23
H -2.73119 -9.05454 1.51028  0.24
H -5.13250 -9.04140 0.80840  0.24
H -6.53327 -7.02011 1.24610  0.24
H -5.55290 -5.03898 2.36218  0.23